Record 1
ORCA calculation (the ωB97M-V functional and the def2-TZVPD basis) on a structure of composition C27H27I2N3O2Pt.

Structure (XYZ):
```
62
Properties=species:S:1:pos:R:3:forces:R:3
Pt -0.691 -0.522 0.266 -0.01 0.42 -0.37
I 4.125 -3.299 1.462 0.00 0.00 0.01
C 2.418 -2.882 2.576 0.02 0.01 0.05
C 2.352 -3.267 3.908 0.03 -0.01 -0.03
C 1.239 -3.010 4.676 -0.05 0.02 0.02
I 1.238 -3.638 6.669 0.01 0.00 -0.01
C 0.136 -2.335 4.110 0.03 -0.01 0.00
C -1.051 -2.041 4.817 -0.01 0.01 0.00
C -2.085 -1.396 4.204 0.00 -0.01 0.02
C -1.947 -1.015 2.868 -0.03 0.02 -0.06
N -0.848 -1.260 2.178 0.11 -0.12 -0.06
C 0.207 -1.924 2.748 -0.04 0.01 0.03
C 1.377 -2.202 1.903 0.00 0.03 -0.12
O 1.432 -1.858 0.699 -0.01 -0.17 0.12
H 3.196 -3.783 4.346 0.00 0.00 0.00
H -1.131 -2.344 5.852 0.00 0.00 0.00
H -3.003 -1.173 4.730 0.00 0.00 0.00
H -2.740 -0.503 2.339 0.00 0.00 0.00
C -2.054 3.221 -2.703 0.02 0.00 0.01
C -1.105 3.003 -1.522 0.00 0.01 0.02
C 0.236 2.456 -1.943 -0.03 -0.03 0.02
C 1.277 3.316 -2.270 0.02 0.00 -0.01
C 2.510 2.817 -2.666 -0.01 0.02 -0.01
C 2.713 1.449 -2.730 0.00 -0.02 0.02
C 1.700 0.552 -2.401 -0.02 0.02 -0.03
C 1.947 -0.932 -2.475 0.03 0.04 0.05
C 1.770 -1.474 -3.894 -0.02 0.00 0.00
C 0.463 1.079 -2.029 -0.06 0.02 -0.08
N -0.581 0.189 -1.624 0.13 0.03 0.06
C -1.453 -0.293 -2.455 0.00 0.03 0.03
C -2.403 -1.185 -1.919 0.02 -0.05 0.00
C -3.456 -1.964 -2.405 -0.02 0.01 0.00
C -3.925 -2.703 -1.321 -0.01 0.02 -0.01
C -3.139 -2.356 -0.215 -0.03 0.00 -0.01
N -2.236 -1.439 -0.575 0.07 -0.17 0.30
H -3.001 3.647 -2.369 0.00 0.00 0.00
H -2.270 2.282 -3.211 0.00 -0.01 -0.01
H -1.610 3.900 -3.433 0.00 0.00 0.00
H -1.571 2.324 -0.805 0.00 0.00 0.01
H -0.949 3.958 -1.014 0.00 0.00 0.01
H 1.117 4.387 -2.210 0.00 0.00 -0.01
H 3.313 3.497 -2.920 0.00 0.00 0.01
H 3.679 1.058 -3.027 0.00 0.00 0.01
H 1.292 -1.459 -1.786 -0.03 -0.03 0.06
H 2.960 -1.131 -2.121 0.02 0.00 -0.05
H 0.736 -1.362 -4.232 0.01 0.00 0.00
H 2.022 -2.534 -3.935 -0.01 0.00 0.00
H 2.408 -0.943 -4.604 0.00 -0.01 0.01
H -1.419 -0.016 -3.504 -0.01 0.01 0.00
H -3.821 -1.982 -3.420 0.00 0.00 0.00
H -4.736 -3.412 -1.319 0.00 0.00 -0.01
H -3.190 -2.731 0.796 0.01 0.00 -0.01
C -0.364 2.227 2.236 0.00 -0.01 -0.04
C 0.861 1.813 1.485 0.00 0.00 0.16
C 2.064 2.698 1.514 0.01 -0.02 -0.02
O 0.919 0.767 0.853 -0.13 -0.07 -0.12
H -0.460 3.311 2.282 0.01 0.01 -0.01
H -0.255 1.857 3.261 0.00 0.01 0.01
H -1.248 1.768 1.796 0.00 0.02 -0.01
H 2.163 3.210 2.470 0.00 -0.01 0.00
H 1.919 3.455 0.737 0.00 0.01 0.01
H 2.957 2.127 1.274 0.00 0.00 0.00
```
Forces are in eV/Å.

E_LUMO (eV): -0.039
Energy (Ha): -2074.5528
Net charge: 0
Highest occupied orbital energy (hartree): -0.2509
Strongest force on any atom (eV Å⁻¹): 0.555
Relative energy (zero: lowest compared OMol25 entry of this formula, charge and spin) (kcal/mol): 6.3


Record 2
ORCA calculation (the ωB97M-V functional and the def2-TZVPD basis) on a cluster of 2 separate species, C4H10OS in total.

Structure (XYZ):
```
16
Properties=species:S:1:pos:R:3:forces:R:3
C 3.232 -1.054 -1.141 0.44 0.55 -0.51
C 2.523 -0.129 -1.794 -0.07 -0.16 0.56
O 1.192 -0.289 -1.939 -0.45 -1.65 0.20
H 4.242 -0.818 -0.831 0.10 -0.10 -0.45
H 2.889 -2.060 -0.957 -0.45 0.16 0.38
H 2.936 0.774 -2.221 0.18 0.25 0.33
H 0.649 0.393 -2.301 0.22 0.94 -0.49
C -2.682 -0.823 1.333 -0.42 0.24 0.99
S -2.451 0.493 0.115 0.58 -0.08 0.69
C -1.275 1.496 1.096 -0.10 0.66 -1.20
H -2.790 -1.806 0.895 0.29 -0.11 -0.23
H -1.862 -0.765 2.046 0.41 -0.42 -0.36
H -3.538 -0.685 2.004 -0.27 0.27 -0.48
H -0.313 1.046 1.331 -0.27 -0.64 0.19
H -1.766 1.930 1.961 0.09 -0.04 0.11
H -0.986 2.297 0.403 -0.29 0.15 0.25
```
Forces are in eV/Å.

E_LUMO (eV): 0.702
Energy (Ha): -631.7698
Net charge: 0
Highest occupied orbital energy (hartree): -0.3150
Strongest force on any atom (eV Å⁻¹): 1.725
Relative energy (zero: lowest compared OMol25 entry of this formula, charge and spin) (kcal/mol): 34.5


Record 3
ORCA calculation (the ωB97M-V functional and the def2-TZVPD basis) on a cluster of 2 separate species, C8H19ClO3Si in total.

Structure (XYZ):
```
32
Properties=species:S:1:pos:R:3:forces:R:3
C -2.463 1.990 1.116 2.18 2.41 -0.63
C 1.401 -1.137 2.802 -0.78 -0.80 -2.24
C 2.881 1.654 0.329 -3.47 -0.63 -1.27
C -2.248 -1.485 -2.284 4.48 -2.21 -0.88
C 0.071 0.613 -2.367 -0.76 -2.23 -2.97
C 0.649 -2.102 -0.957 -5.12 -2.81 -1.42
C -1.244 0.192 0.286 1.01 -0.70 -0.91
C 1.118 0.971 1.827 0.62 0.15 1.52
O -1.974 1.338 -0.035 -0.93 -1.91 -0.60
O 1.886 -0.125 1.995 0.61 2.72 -2.35
O 1.714 1.948 1.162 -0.23 -1.54 -0.71
Si -0.718 -0.765 -1.305 -0.42 -0.17 -1.09
Cl -2.091 -1.044 1.388 0.03 0.37 -0.29
H -2.677 1.350 1.890 -1.18 -1.74 1.55
H -3.226 2.758 0.959 0.09 -0.53 -0.54
H -1.538 2.452 1.428 0.00 1.05 0.90
H 0.373 -1.138 2.856 -2.52 1.14 1.12
H 1.937 -1.080 3.659 1.21 -0.49 2.84
H 1.421 -2.049 2.258 1.40 -1.20 -0.40
H 3.428 0.987 0.827 2.74 -2.30 1.89
H 3.294 2.552 0.156 1.80 3.01 -0.39
H 2.643 1.208 -0.652 -0.58 0.16 0.46
H -2.727 -2.283 -1.734 0.37 -0.81 -0.08
H -3.001 -0.809 -2.324 -2.05 2.59 -0.88
H -1.770 -1.834 -3.355 -1.67 0.81 2.60
H 0.809 0.234 -3.157 -0.76 0.24 1.25
H -0.669 1.138 -3.002 -0.07 -0.33 0.46
H 0.521 1.363 -1.837 1.36 1.84 1.63
H 0.186 -3.007 -0.400 0.79 1.75 -0.09
H 0.889 -2.653 -1.882 0.43 0.88 0.02
H 1.406 -1.636 -0.489 3.04 1.10 1.67
H -0.278 0.397 0.842 -1.62 0.16 -0.16
```
Forces are in eV/Å.

E_LUMO (eV): 0.784
Energy (Ha): -1291.4494
Net charge: 0
Highest occupied orbital energy (hartree): -0.3104
Strongest force on any atom (eV Å⁻¹): 6.008
Relative energy (zero: lowest compared OMol25 entry of this formula, charge and spin) (kcal/mol): 187.2


Record 4
ORCA calculation (the ωB97M-V functional and the def2-TZVPD basis) on the molecule C6H14OSi.

Structure (XYZ):
```
22
Properties=species:S:1:pos:R:3:forces:R:3
C -0.470 1.543 1.608 1.12 -1.95 -1.62
C -1.786 0.773 1.617 0.86 0.19 2.13
C 0.223 1.412 0.241 1.14 -0.42 0.51
C -1.651 -0.675 1.636 0.59 -2.15 1.47
C 0.522 -1.823 -2.485 -0.89 -2.32 2.79
C 1.153 -0.534 -2.055 -3.94 2.04 1.67
O 2.635 -0.053 0.580 -1.56 3.87 -0.54
Si 1.169 -0.179 -0.144 -1.87 -0.32 -0.26
H -0.635 2.543 1.807 -0.47 2.15 0.54
H 0.210 1.145 2.325 0.33 -0.24 1.04
H -2.233 1.085 2.570 -0.34 -0.12 -0.05
H -2.393 1.138 0.861 -1.25 0.63 -1.71
H -0.578 1.449 -0.465 -0.16 0.60 -1.13
H 1.046 2.152 0.112 -0.87 0.09 -0.17
H -1.531 -1.190 2.628 0.24 0.84 -0.91
H -1.989 -1.422 0.942 -0.25 0.43 -0.74
H 0.117 -1.724 -3.441 -0.45 -0.25 -1.74
H 1.057 -2.821 -2.347 0.06 1.58 -0.48
H -0.359 -2.035 -1.790 0.74 0.47 -0.91
H 0.400 0.332 -2.437 1.61 -1.73 0.85
H 2.042 -0.284 -2.467 2.98 0.48 -1.46
H 3.050 -0.833 0.703 2.37 -3.87 0.72
```
Forces are in eV/Å.

E_LUMO (spin up / spin down) (eV): 0.002 / 0.502
Energy (Ha): -601.6336
Net charge: 0
Highest occupied orbital energy (spin up / spin down) (hartree): -0.2881 / -0.2449
Strongest force on any atom (eV Å⁻¹): 4.740
Relative energy (zero: lowest compared OMol25 entry of this formula, charge and spin) (kcal/mol): 105.1